C49H70IrO4P3S2Se2 | ωB97M-V with the def2-TZVPD basis set

Its net charge is +2. The HOMO energy is -12.76 eV. The energy above the lowest of the compared OMol25 structures with the same formula, charge and spin comes out at 39.8 kcal/mol.

Element x y z (Å)
1 Ir -0.4541 0.2926 0.7585
2 O -1.7179 1.6408 1.6328
3 S -2.3682 2.1450 2.9140
4 C -3.0887 3.6800 2.2424
5 C -4.2517 3.5944 1.2572
6 C -4.0013 2.8228 -0.0484
7 C -3.1226 3.5309 -1.0814
8 S -2.1218 2.3458 -2.0584
9 O -1.4589 1.5674 -0.9725
10 C -3.4427 1.3349 -2.7097
11 C -3.8783 0.2009 -2.0432
12 C -4.9534 -0.5073 -2.5580
13 C -5.5680 -0.0882 -3.7329
14 C -5.1012 1.0317 -4.4074
15 C -4.0263 1.7471 -3.8987
16 C -3.8107 1.1522 3.2423
17 C -4.3808 1.3137 4.4978
18 C -5.5180 0.5859 4.8188
19 C -6.0510 -0.3067 3.8990
20 C -5.4506 -0.4802 2.6572
21 C -4.3237 0.2535 2.3205
22 H -2.2098 4.1673 1.8138
23 H -3.3720 4.2461 3.1335
24 H -4.5398 4.6264 1.0376
25 H -5.1101 3.1503 1.7647
26 H -4.9672 2.5910 -0.4985
27 H -3.5279 1.8760 0.1965
28 H -2.3525 4.1510 -0.6098
29 H -3.6815 4.1551 -1.7795
30 H -3.3522 -0.1284 -1.1547
31 H -5.3170 -1.3893 -2.0455
32 H -6.4073 -0.6434 -4.1300
33 H -5.5703 1.3464 -5.3295
34 H -3.6481 2.6181 -4.4224
35 H -3.9388 1.9917 5.2196
36 H -5.9796 0.7087 5.7890
37 H -6.9333 -0.8783 4.1537
38 H -5.8627 -1.1889 1.9511
39 H -3.8359 0.1140 1.3638
40 Se 1.2535 1.1404 2.2642
41 P 0.8425 -0.5452 3.6355
42 Se -0.9376 -1.2603 2.5428
43 C 0.4688 -0.0508 5.3203
44 C -0.8200 -0.1751 5.8320
45 C -1.0750 0.2177 7.1378
46 C -0.0546 0.7414 7.9186
47 C 1.2291 0.8707 7.4023
48 C 1.4975 0.4688 6.1053
49 C 2.1903 -1.7351 3.6803
50 C 1.9077 -3.0921 3.8119
51 C 2.9495 -4.0006 3.9033
52 C 4.2654 -3.5544 3.8715
53 C 4.5443 -2.2011 3.7430
54 C 3.5073 -1.2855 3.6378
55 H -1.6196 -0.5705 5.2180
56 H -2.0712 0.1092 7.5454
57 H -0.2568 1.0461 8.9366
58 H 2.0224 1.2776 8.0145
59 H 2.5041 0.5535 5.7117
60 H 0.8811 -3.4388 3.8366
61 H 2.7357 -5.0560 4.0054
62 H 5.0766 -4.2661 3.9498
63 H 5.5705 -1.8579 3.7181
64 H 3.7235 -0.2306 3.5117
65 C 0.0713 -3.6516 -1.1364
66 P -1.5207 -2.8310 -0.9805
67 C -2.4649 -3.7920 0.2146
68 C -2.3683 -3.0219 -2.5500
69 O -1.3798 -1.3914 -0.5791
70 H -0.0611 -4.7108 -1.3609
71 H 0.6159 -3.5467 -0.1963
72 H 0.6482 -3.1839 -1.9360
73 H -2.7022 -4.7807 -0.1797
74 H -3.3955 -3.2663 0.4340
75 H -1.8930 -3.8997 1.1363
76 H -2.3147 -4.0578 -2.8880
77 H -1.9063 -2.3755 -3.2929
78 H -3.4128 -2.7324 -2.4364
79 O 1.0730 -0.0087 -0.6482
80 P 2.2712 0.2215 -1.5396
81 C 3.7668 -0.3184 -0.6578
82 C 3.5673 -1.7297 -0.0500
83 C 4.3528 -2.7857 -0.8200
84 C 5.8611 -2.5072 -0.7405
85 C 6.1654 -0.9985 -0.7295
86 C 5.0746 -0.2205 -1.4617
87 C 2.0724 -0.7528 -3.0658
88 C 0.6031 -0.8054 -3.5177
89 C 0.4599 -1.8129 -4.6603
90 C 1.4866 -1.5800 -5.7936
91 C 2.2971 -0.3084 -5.5715
92 C 3.0268 -0.3621 -4.2290
93 C 2.4641 1.9729 -1.9560
94 C 2.5291 2.8773 -0.7037
95 C 1.1782 3.5514 -0.4565
96 C 0.8281 4.5087 -1.6026
97 C 1.3246 3.9742 -2.9566
98 C 1.3768 2.4503 -2.9392
99 H 3.8283 0.3953 0.1713
100 H 2.5024 -1.9741 -0.0017
101 H 3.9131 -1.7187 0.9857
102 H 4.0324 -2.7948 -1.8674
103 H 4.1312 -3.7800 -0.4277
104 H 6.3610 -2.9823 -1.5859
105 H 6.2735 -2.9685 0.1591
106 H 7.1381 -0.8055 -1.1812
107 H 6.2252 -0.6288 0.2990
108 H 4.9549 -0.6376 -2.4636
109 H 5.3641 0.8248 -1.5879
110 H 2.3266 -1.7679 -2.7295
111 H 0.2783 0.1808 -3.8522
112 H -0.0362 -1.0661 -2.6708
113 H -0.5592 -1.7662 -5.0510
114 H 0.5923 -2.8227 -4.2609
115 H 0.9832 -1.5362 -6.7591
116 H 2.1768 -2.4253 -5.8486
117 H 1.6406 0.5650 -5.6156
118 H 3.0281 -0.1795 -6.3702
119 H 3.5255 0.5920 -4.0464
120 H 3.8217 -1.1077 -4.2987
121 H 3.4342 2.0186 -2.4656
122 H 3.2904 3.6454 -0.8598
123 H 2.8477 2.3204 0.1767
124 H 1.1994 4.0897 0.4931
125 H 0.4023 2.7818 -0.3653
126 H 1.2628 5.4909 -1.4111
127 H -0.2572 4.6551 -1.6364
128 H 2.3237 4.3583 -3.1804
129 H 0.6787 4.3240 -3.7620
130 H 1.5844 2.0574 -3.9354
131 H 0.3976 2.0619 -2.6371